ORCA calculation (ωB97M-V/def2-TZVPD) on an isolated ion of composition C10H12N and charge +1 at a distorted geometry.

Structure (SMILES)   C=C1/C=C\C/C=C(C=[NH2+])/C=C/1
2S+1   1
Kohn-Sham gap   8.03 eV
Total charge   +1

```
23
Properties=species:S:1:pos:R:3:forces:R:3:nbo_charge:R:1
C 1.561724 1.409343 0.501002 4.83 1.20 0.80 -0.17
C 0.297310 1.917881 0.158407 -4.36 3.14 -0.57 -0.53
C 1.758218 0.119688 0.672351 1.86 -2.71 0.20 -0.15
C 0.154252 1.068120 -1.075813 -2.85 -1.54 1.98 0.08
C 0.892579 -1.900242 -0.592943 -0.97 1.51 -3.66 -0.18
C 0.142311 -1.303853 -1.597612 0.97 -1.86 2.34 -0.20
C 0.202190 -1.476198 1.723493 -1.12 1.94 2.67 -0.36
C -1.814842 -0.260562 -0.345204 4.35 -3.22 -3.03 0.26
C 0.842569 -1.087127 0.649115 1.46 -0.13 0.27 -0.11
C -0.569643 -0.126095 -1.041975 -0.40 2.28 -0.74 -0.24
N -2.585427 0.617380 0.089380 -3.09 1.99 1.00 -0.65
H 2.507013 2.177260 0.414820 -2.39 -2.25 0.42 0.26
H 0.406217 2.988217 -0.102611 -0.30 -0.44 0.15 0.26
H 2.790756 -0.272252 0.768633 -0.43 0.63 0.02 0.24
H 0.846979 1.164498 -1.838244 1.51 0.44 -1.23 0.22
H 1.594043 -2.706791 -0.880612 -0.55 0.33 0.87 0.26
H 0.042706 -1.673277 -2.605443 0.06 0.04 -0.14 0.24
H 0.228992 -0.711124 2.609036 -0.21 -1.88 -1.43 0.22
H -0.488288 -2.324583 1.766807 0.61 0.12 0.09 0.22
H -2.175082 -1.288262 -0.388665 -0.09 0.08 0.67 0.23
H -2.629513 1.588254 -0.177423 0.56 0.18 0.21 0.44
H -0.545685 1.876361 0.966430 1.55 -0.32 -1.53 0.24
H -3.459380 0.203365 0.327069 -0.98 0.46 0.65 0.42
```
Forces are in eV/Å.

=====

ORCA calculation (ωB97M-V/def2-TZVPD) on C20H22Cl2NO2S3Tc as an isolated structure.

2S+1   4
Kohn-Sham gap (spin up / spin down)   7.68 / 6.36 eV
Total charge   +3

```
51
Properties=species:S:1:pos:R:3:forces:R:3:mulliken_spin:R:1
Tc 1.363252 -0.193227 -0.211843 0.27 0.36 0.15 2.01
C 3.686577 -2.592861 -1.034155 0.01 -0.06 -0.05 0.02
C 2.983319 -2.232391 -2.329193 0.04 -0.04 -0.04 0.00
S 2.368605 -0.528872 -2.365258 -0.16 0.19 0.16 -0.01
C 3.913119 0.453619 -2.337722 0.04 0.01 -0.05 0.01
C 3.845361 1.606250 -1.356916 0.02 -0.01 0.00 0.00
S 3.286908 1.142746 0.310014 -0.15 -0.04 -0.04 -0.04
C 4.541540 -0.046691 0.901701 0.05 -0.02 0.06 0.01
C 3.913500 -1.295437 1.500065 0.06 0.04 -0.02 0.01
S 2.696442 -2.103258 0.418917 -0.19 -0.09 0.02 -0.01
H 4.667768 -2.130470 -0.946979 0.00 0.01 -0.03 0.00
H 3.820245 -3.672594 -0.965261 0.03 0.00 -0.03 0.00
H 2.101616 -2.849804 -2.504781 -0.01 -0.01 0.02 0.00
H 3.647586 -2.363518 -3.184551 0.00 -0.05 -0.01 0.00
H 4.059491 0.843612 -3.345110 0.02 -0.02 -0.01 0.00
H 4.737228 -0.225513 -2.124575 0.01 0.02 0.01 0.00
H 3.122709 2.364487 -1.663996 0.00 0.00 -0.01 0.00
H 4.814158 2.100301 -1.263371 0.00 -0.01 0.00 0.00
H 5.112100 0.475926 1.669445 0.06 -0.01 -0.01 0.00
H 5.218896 -0.266152 0.078337 -0.01 -0.03 0.00 0.00
H 3.368780 -1.081741 2.420614 -0.02 0.02 0.00 0.00
H 4.676412 -2.038035 1.738520 0.02 0.02 0.04 0.00
Cl -5.121308 -0.544933 2.105664 -0.01 0.05 -0.02 0.00
C -4.253188 -1.458575 0.939396 -0.18 -0.04 0.17 0.01
C -4.795490 -2.646494 0.467289 0.02 -0.12 -0.06 0.00
C -4.072502 -3.440926 -0.404650 -0.06 0.02 0.02 0.01
C -2.789321 -3.075843 -0.798575 -0.01 -0.12 -0.01 0.00
C -2.286462 -1.889367 -0.326387 0.29 -0.03 0.00 0.02
Cl -0.622753 -1.528044 -0.931321 -0.35 -0.07 -0.23 0.00
C -2.997998 -1.038532 0.512325 0.29 0.41 -0.11 -0.01
N -2.421224 0.195817 0.937368 0.09 -0.34 0.03 0.27
C -2.899847 1.425421 0.729729 -0.06 0.08 -0.05 0.16
C -4.105613 1.633623 -0.015734 0.12 -0.11 0.05 0.12
C -4.658234 2.875839 -0.070715 0.02 0.15 0.05 0.02
C -4.021726 3.950849 0.579786 0.04 -0.05 0.01 0.24
C -2.767626 3.776068 1.206205 -0.14 0.19 -0.12 0.03
C -2.174392 2.552287 1.268570 0.07 -0.10 -0.03 0.14
C -0.789424 2.406723 1.877141 -0.15 0.04 -0.08 0.01
C 0.074646 1.458764 1.109177 0.05 -0.20 -0.19 -0.03
O 0.325910 1.626425 -0.134575 0.12 -0.18 0.17 0.01
O 0.532895 0.387945 1.633992 -0.09 0.20 -0.03 -0.01
H -5.778582 -2.945109 0.805423 0.01 -0.01 -0.01 0.00
H -4.498183 -4.364116 -0.774128 0.00 0.00 0.02 0.00
H -2.206849 -3.705415 -1.456724 -0.03 0.00 0.00 0.00
H -1.598662 0.093378 1.520535 -0.09 -0.04 0.10 -0.03
H -4.576033 0.796202 -0.513466 0.02 -0.01 0.06 0.00
H -5.583339 3.037546 -0.607022 0.01 0.02 0.02 0.01
H -4.476946 4.932838 0.569309 0.02 -0.01 -0.01 -0.01
H -2.261494 4.639989 1.618476 -0.04 0.01 0.00 0.01
H -0.820346 2.099197 2.923620 -0.01 -0.07 0.01 0.01
H -0.301523 3.382065 1.825387 -0.01 0.03 0.09 0.00
```
Forces are in eV/Å.

=====

ORCA calculation (ωB97M-V/def2-TZVPD) on a 11-piece molecular cluster, C42H62N4O17 overall at a distorted geometry.

Structure (SMILES)   C[C@H]1COC(=O)O1.C[C@H]1COC(=O)O1.C[C@H]1COC(=O)O1.C[C@H]1COC(=O)O1.C[C@H]1COC(=O)O1.c1cc[nH]c1.c1cc[nH]c1.c1cc[nH]c1.c1cc[nH]c1.CC(C)=O.CC(C)=O
2S+1   1
Kohn-Sham gap   8.22 eV
Total charge   0

```
125
Properties=species:S:1:pos:R:3:forces:R:3:mulliken_charge:R:1
N -1.813546 -5.304665 0.908739 -1.98 1.41 -1.35 0.36
C -1.561743 -6.537585 0.436802 -0.13 -0.61 -0.15 -0.23
C -2.600383 -6.959146 -0.373512 0.12 1.91 1.10 -1.12
C -3.517313 -5.850431 -0.416047 0.66 -0.40 0.08 -0.32
C -2.996049 -4.815251 0.333486 0.41 -1.78 0.05 -0.40
H -1.308614 -4.812952 1.608034 0.92 0.34 0.29 0.21
H -0.611332 -6.955886 0.674544 0.24 -0.63 0.22 0.45
H -2.757314 -7.924747 -0.748683 0.03 -0.98 -0.67 0.44
H -4.458656 -5.876075 -0.927443 -0.22 0.23 -0.19 0.44
H -3.398694 -3.833895 0.436806 0.20 0.39 0.49 0.25
N -0.558368 1.191355 -5.810834 -0.25 0.45 -0.70 0.05
C -0.664492 -0.071673 -5.376768 0.52 -1.01 0.94 -0.84
C 0.290441 -0.252643 -4.390045 -0.75 0.24 -0.61 -0.28
C 1.007161 0.963153 -4.261969 -0.11 -0.08 -0.07 -0.02
C 0.439382 1.825376 -5.170349 0.89 0.55 0.41 -1.40
H -1.024634 1.581767 -6.600108 -0.35 0.15 -0.25 0.24
H -1.342479 -0.790445 -5.789215 -0.29 0.00 -0.10 0.51
H 0.357627 -1.165248 -3.856593 0.46 -0.60 0.42 0.54
H 1.880377 1.151730 -3.652336 -0.17 0.06 0.00 0.57
H 0.712356 2.817586 -5.464207 0.14 0.26 0.01 0.65
N -2.827427 0.590803 4.106096 -0.53 -0.47 -0.09 0.04
C -2.247172 0.818230 2.882868 0.25 -0.07 0.63 -0.23
C -2.984141 1.675117 2.129630 -2.05 0.25 1.83 -0.34
C -4.214537 1.953281 2.963305 2.70 -1.38 -0.64 -1.25
C -4.064021 1.212823 4.116911 0.30 0.54 0.31 -0.72
H -2.433340 -0.009752 4.856467 -0.62 0.81 -1.13 0.25
H -1.351940 0.291914 2.684269 0.84 -0.18 -0.40 0.52
H -2.715770 2.080061 1.170144 -0.13 -0.08 -0.15 0.77
H -5.013027 2.575714 2.664890 -0.72 0.42 -0.03 0.53
H -4.675377 1.122186 5.013170 0.04 0.17 -0.44 0.46
N -1.156087 -5.131863 -2.968486 1.92 0.82 -1.32 0.06
C -1.137867 -3.964542 -3.684092 -0.30 1.12 -0.73 -0.60
C -0.095043 -3.874566 -4.605226 -0.74 -3.00 2.14 -0.32
C 0.599756 -5.158744 -4.375488 -0.27 2.13 -0.62 -0.87
C -0.016873 -5.817822 -3.375029 -0.98 -1.15 0.81 -0.41
H -1.718579 -5.290267 -2.150242 -0.09 -0.26 0.13 0.50
H -1.922576 -3.256669 -3.516082 -0.30 0.31 0.06 0.47
H 0.082709 -3.146282 -5.365281 0.07 0.30 -0.06 0.48
H 1.481034 -5.446852 -4.891365 0.49 -0.43 -0.24 0.41
H 0.181363 -6.795745 -2.957285 0.13 0.17 -0.03 0.39
C 4.317615 3.185089 -0.496786 1.06 -0.23 2.21 -1.25
C 3.903691 3.109407 -1.904603 -0.36 -1.90 -0.75 1.64
C 3.137221 4.313558 -2.320957 -0.98 0.93 -0.28 0.24
O 4.190634 5.179813 -2.716626 1.09 0.61 -0.49 -0.43
C 5.268401 4.454013 -3.120224 -2.30 -2.69 1.54 0.46
O 6.247943 4.826251 -3.612449 1.69 1.09 -1.01 -0.46
O 5.030674 3.072664 -2.805755 -0.22 2.38 0.05 -0.56
H 3.457962 3.372703 0.152615 0.02 0.47 -0.23 -0.02
H 5.117768 3.936064 -0.352651 -0.52 -0.16 0.09 0.39
H 4.684355 2.238794 -0.060554 0.21 0.19 -0.69 0.27
H 3.370514 2.175925 -2.047336 -0.23 0.02 -0.27 -0.37
H 2.555953 4.790783 -1.505238 0.54 -0.32 -0.43 0.00
H 2.468922 4.219663 -3.187193 0.08 -0.42 0.22 0.06
C 4.020917 -0.081388 1.982218 0.73 -0.07 1.16 -0.71
C 5.297333 -0.871905 2.325069 -0.64 -0.02 0.47 0.36
C 5.519934 -0.783091 3.847183 -0.11 0.66 0.78 -0.49
O 5.259368 -2.088871 4.341871 0.70 0.48 0.19 -0.36
C 5.022801 -2.920043 3.326763 -0.99 0.03 0.39 0.70
O 4.693378 -4.042181 3.519547 0.16 -0.84 -0.52 -0.54
O 5.052744 -2.281554 2.150651 0.38 -0.06 -0.52 -0.38
H 4.290662 0.977082 2.166751 -0.42 -0.33 -0.30 0.17
H 3.230224 -0.362602 2.722280 0.50 0.22 -0.76 0.07
H 3.689356 -0.242999 0.969692 -0.12 0.07 -0.33 0.24
H 6.171610 -0.591497 1.730934 -0.21 -0.08 0.03 0.41
H 4.746123 -0.157320 4.284594 -0.04 0.27 0.01 0.23
H 6.470126 -0.413150 4.258304 0.01 -0.33 -0.61 0.32
C -0.905124 5.348241 -1.473060 -0.19 -0.71 -0.39 -1.75
C -0.768539 4.367191 -2.639567 0.17 -0.21 1.27 1.92
C -2.116111 3.958160 -3.112198 -1.85 0.47 -0.65 -0.35
O -2.105977 4.173871 -4.538400 0.83 -0.33 -0.01 -0.39
C -0.923809 4.758783 -4.891133 -0.38 -0.63 2.76 0.48
O -0.612487 5.057135 -5.975698 0.47 0.43 -1.44 -0.51
O -0.139074 4.933541 -3.750717 -0.30 0.63 -2.08 -0.43
H -1.343393 4.800667 -0.644564 -0.39 -0.09 0.15 0.34
H -1.560010 6.186475 -1.750385 0.33 -0.18 0.10 0.42
H 0.037807 5.676779 -1.094394 0.75 0.47 -0.04 0.33
H -0.228572 3.451857 -2.411294 0.29 0.29 0.48 -0.67
H -2.916318 4.610787 -2.765117 0.03 0.14 0.32 0.37
H -2.395872 2.953808 -2.803956 0.19 -0.29 -0.56 0.20
C 0.207101 4.913780 3.640288 0.67 -1.02 1.42 -1.72
C 0.161146 3.482709 3.106805 -1.28 0.35 0.26 0.96
C 1.273605 3.136548 2.196430 0.62 1.34 -0.65 -0.28
O 1.479284 1.764621 2.346474 0.00 -0.89 -0.38 0.57
C 1.036089 1.442108 3.556506 0.16 -1.32 1.53 0.28
O 1.291139 0.396621 4.111506 -0.41 0.80 -0.56 -0.60
O 0.301156 2.419636 4.103535 0.14 0.65 -0.04 -0.38
H 1.170404 5.190739 4.112981 -0.23 -0.33 -0.51 0.39
H -0.498641 4.938349 4.468943 -0.37 0.45 -0.22 0.46
H -0.018402 5.626843 2.860681 -0.27 0.09 -0.14 0.35
H -0.849403 3.336510 2.661973 0.68 -0.11 0.11 -0.10
H 2.186948 3.641887 2.516478 0.10 0.16 -0.11 0.32
H 1.043366 3.380860 1.179904 0.11 0.01 -0.60 -0.12
C 0.511714 -1.424522 0.785960 -1.61 0.58 -1.67 -0.62
C 0.480196 -0.788613 -0.668855 0.23 -2.39 1.38 0.30
C -0.864592 -0.212846 -1.084302 -1.10 -0.14 -1.55 0.11
O -0.623961 1.183428 -1.072380 1.30 1.59 0.48 -0.25
C 0.738386 1.452673 -0.887505 -2.95 -0.84 -0.49 -0.11
O 1.176953 2.557738 -0.875752 0.44 0.30 0.11 0.19
O 1.365148 0.314554 -0.752856 1.45 0.31 0.31 -0.27
H 0.590293 -0.578549 1.442554 0.09 0.18 0.75 -0.49
H 1.248728 -2.182287 0.977469 0.70 0.02 -0.19 0.59
H -0.460839 -1.939762 0.930247 0.41 0.41 0.01 0.11
H 0.901072 -1.533803 -1.340711 -0.40 0.04 -0.35 0.43
H -1.755655 -0.406964 -0.454829 0.80 -0.18 0.04 -0.05
H -1.158443 -0.455122 -2.152228 0.49 -0.06 1.19 -0.13
C -5.933246 -2.579704 -0.805992 1.63 1.00 0.44 -1.25
C -5.109540 -1.599281 0.077187 0.48 -1.12 0.39 0.85
O -3.927576 -1.809842 0.371606 -1.95 0.70 -0.69 -0.48
C -5.891238 -0.447974 0.694527 1.07 0.13 -0.69 -0.76
H -6.526503 -3.167800 -0.131973 -0.71 -0.13 0.33 0.35
H -5.248150 -3.285848 -1.281424 -0.15 0.30 -0.32 0.17
H -6.538827 -1.973477 -1.484993 -0.03 -0.51 -0.05 0.45
H -5.097568 0.257039 1.040027 -1.13 -0.04 -0.30 -0.08
H -6.430951 -0.819979 1.542277 -0.07 -0.41 0.80 0.34
H -6.711760 -0.084965 0.045354 0.87 0.25 0.06 0.41
C -0.413424 -2.421927 3.947617 -1.29 0.68 -0.38 -0.21
C 0.454581 -3.602447 3.717783 0.57 0.60 -0.25 0.86
O 0.373950 -4.212964 2.673381 -0.14 -0.45 0.05 -0.66
C 1.492379 -3.885351 4.748707 0.90 -1.27 0.84 -1.49
H -1.351842 -2.444815 3.375204 0.14 -0.43 0.24 0.19
H 0.074181 -1.551409 3.551352 0.78 0.39 -0.33 -0.30
H -0.604025 -2.117353 4.961664 -0.04 -0.40 0.67 0.48
H 2.274129 -4.580478 4.428986 -0.44 -0.13 -0.43 0.38
H 1.010017 -4.362605 5.619509 -0.02 0.26 -0.20 0.34
H 2.089008 -3.065859 5.142810 -0.56 0.67 -0.13 0.32
```
Forces are in eV/Å.

=====

What is the 2S+1 in the first record? 1